Entry 1:
Formula: C44H46AgN2O5S3
Source: OMol25
Level of theory: ωB97M-V/def2-TZVPD

Energy relative to the best compared isomer or geometry (same formula, charge and spin) ... 0.0 kJ/mol
Lowest unoccupied orbital energy ... 2.032 eV
Frontier orbital gap ... 7.2199 eV
Highest occupied orbital energy ... -5.19 eV
E ... -96096.5478 eV

ORCA input file:
```
! wB97M-V def2-TZVPD RIJCOSX def2/J DEFGRID3
* xyz -1 1
Ag 1.897 14.670 7.600
C -1.678 22.928 7.581
C -1.155 21.796 8.342
C 0.197 21.511 8.440
C 0.647 20.457 9.241
C -0.272 19.580 9.839
C -1.598 19.774 9.606
C -2.075 20.880 8.963
S 0.410 18.149 10.627
O 1.674 17.804 9.883
C 1.096 18.990 12.093
C 2.480 19.260 11.996
C 3.155 19.806 13.098
C 2.421 20.103 14.244
C 3.049 20.715 15.346
C 2.295 21.176 16.404
C 0.969 20.824 16.464
C 0.322 20.156 15.457
C 1.045 19.814 14.321
C 0.359 19.240 13.230
C -1.081 18.896 13.265
C -2.086 19.929 13.078
C -1.631 21.282 12.865
C -2.628 22.241 12.678
C -3.948 21.809 12.487
C -4.396 20.537 12.591
C -3.437 19.557 13.020
C -3.805 18.202 13.284
C -2.830 17.275 13.528
C -1.467 17.641 13.452
S -0.299 16.277 13.694
O -1.052 15.016 13.438
C -0.306 16.439 15.485
C -1.429 16.409 16.329
C -1.264 16.704 17.699
C -0.029 17.066 18.200
C 0.297 17.542 19.621
C 1.066 17.023 17.356
C 0.959 16.766 15.959
H -2.578 23.423 8.128
H -2.007 22.707 6.590
H -0.910 23.653 7.557
H 0.886 22.051 7.895
H 1.714 20.231 9.200
H -2.313 19.069 10.029
H -3.142 21.012 8.791
H 3.028 19.113 11.065
H 4.213 19.897 13.047
H 4.096 20.882 15.281
H 2.733 21.677 17.290
H 0.488 21.169 17.418
H -0.753 19.884 15.547
H -0.572 21.603 12.972
H -2.357 23.296 12.686
H -4.651 22.641 12.234
H -5.473 20.331 12.475
H -4.840 17.916 13.121
H -2.981 16.183 13.646
H -2.397 16.194 15.971
H -2.164 16.675 18.290
H 1.230 17.045 19.908
H -0.484 17.305 20.390
H 0.426 18.667 19.723
H 2.035 17.319 17.715
H 1.825 16.725 15.357
C 5.530 16.532 11.247
C 5.031 15.526 10.315
C 5.539 14.332 9.814
C 4.553 13.819 8.959
N 3.510 14.627 8.890
N 3.854 15.671 9.662
C 4.548 12.486 8.260
H 6.573 16.451 11.446
H 5.039 16.564 12.244
H 5.443 17.535 10.791
H 6.453 13.850 10.243
H 3.113 16.333 9.837
H 5.465 12.440 7.615
H 3.618 12.410 7.664
H 4.532 11.674 9.000
C 2.533 13.911 13.072
S 3.306 14.953 14.253
O 2.674 14.776 15.542
O 4.700 14.628 14.202
O 3.063 16.290 13.662
H 2.716 12.888 13.312
H 2.899 14.073 12.107
H 1.458 14.097 12.980
C -0.707 16.677 5.808
C 0.239 15.687 5.144
C -0.442 15.242 3.805
C 0.394 14.398 6.071
H -1.034 17.534 5.192
H -0.254 17.127 6.725
H -1.610 16.191 6.155
H 1.182 16.290 4.937
H -1.493 15.034 4.003
H 0.194 14.413 3.455
H -0.488 16.090 3.022
H 0.701 13.596 5.430
H -0.631 14.240 6.401
*
```

---

Entry 2:
Formula: C44H46N3O3P2S3Ta
Source: OMol25
Level of theory: ωB97M-V/def2-TZVPD

Energy relative to the best compared isomer or geometry (same formula, charge and spin) ... 98.5 kJ/mol
Lowest unoccupied orbital energy ... -6.170 eV
Frontier orbital gap ... 6.7450 eV
Highest occupied orbital energy ... -12.92 eV
E ... -109611.2790 eV

ORCA input file:
```
! wB97M-V def2-TZVPD RIJCOSX def2/J DEFGRID3
* xyz 2 1
Ta 1.438 9.803 17.271
C 1.369 4.821 14.581
S 1.814 6.288 13.662
C 1.834 7.604 14.813
S 1.063 7.454 16.347
N 2.450 8.601 14.290
N 2.406 9.794 15.024
C 3.046 10.665 14.336
C 3.429 12.056 14.516
C 4.649 12.384 13.908
C 5.116 13.686 14.092
C 4.418 14.538 14.908
C 3.172 14.139 15.420
N 2.681 12.896 15.227
H 1.669 3.940 14.006
H 0.255 4.813 14.687
H 1.862 4.813 15.562
H 3.429 10.309 13.371
H 5.238 11.744 13.214
H 6.032 13.983 13.585
H 4.788 15.535 15.143
H 2.558 14.790 16.035
C -1.563 11.988 22.294
C -0.330 12.611 22.196
C 0.383 12.637 21.000
C -0.212 12.095 19.849
C -1.450 11.447 19.953
C -2.126 11.412 21.165
P 0.507 12.191 18.192
C -0.653 13.181 17.190
C -0.468 13.268 15.810
C -1.260 14.025 14.999
C -2.272 14.792 15.589
C -2.507 14.711 16.940
C -1.713 13.894 17.773
C 2.014 13.176 18.354
C 2.048 14.523 18.752
C 3.298 15.156 18.950
C 4.438 14.543 18.624
C 4.424 13.216 18.100
C 5.633 12.625 17.591
C 5.640 11.462 16.953
C 4.412 10.808 16.794
C 3.213 11.240 17.344
C 3.226 12.519 17.977
H -2.073 11.953 23.244
H 0.170 13.020 23.100
H 1.393 13.053 20.950
H -1.897 10.982 19.065
H -3.117 10.904 21.247
H 0.300 12.688 15.330
H -1.047 13.992 13.937
H -2.863 15.410 14.952
H -3.245 15.305 17.435
H -1.935 13.841 18.834
H 1.151 15.090 19.054
H 3.363 16.165 19.365
H 5.371 15.067 18.682
H 6.566 13.202 17.608
H 6.548 11.031 16.599
H 4.409 9.853 16.241
C 0.456 9.031 21.041
C 0.806 9.313 19.666
O 1.854 9.996 19.468
O 0.104 8.946 18.624
H -0.385 9.653 21.332
H 1.317 9.380 21.623
H 0.163 7.982 21.230
O -0.124 10.206 16.003
S -0.853 9.340 14.957
C -1.742 10.564 13.968
C -2.979 11.053 14.709
C -3.174 10.231 15.998
C -2.435 8.918 15.843
H -2.016 10.062 13.021
H -1.084 11.386 13.661
H -3.825 10.942 14.025
H -2.942 12.124 14.885
H -4.242 10.077 16.183
H -2.798 10.748 16.903
H -2.939 8.235 15.157
H -2.208 8.384 16.776
C 4.633 8.753 19.342
P 3.404 8.129 18.203
C 2.502 6.899 19.200
C 4.369 7.068 17.119
C 4.094 5.671 16.947
C 4.993 4.886 16.214
C 6.139 5.428 15.650
C 6.364 6.776 15.789
C 5.520 7.591 16.547
H 5.474 9.183 18.826
H 5.062 7.927 19.937
H 4.232 9.551 20.025
H 3.195 6.043 19.292
H 1.633 6.530 18.609
H 2.173 7.205 20.181
H 3.200 5.234 17.386
H 4.814 3.823 16.097
H 6.804 4.833 15.078
H 7.205 7.247 15.314
H 5.858 8.598 16.727
*
```

---

Entry 3:
Formula: C44H47BrF4N3O3PRhSb
Source: OMol25
Level of theory: ωB97M-V/def2-TZVPD

Lowest unoccupied orbital energy (alpha / beta) ... -5.624 / -6.803 eV
Frontier orbital gap (alpha / beta) ... 6.1353 / 6.2412 eV
Highest occupied orbital energy (alpha / beta) ... -11.76 / -13.04 eV
E ... -156731.2151 eV

ORCA input file:
```
! wB97M-V def2-TZVPD RIJCOSX def2/J DEFGRID3
* xyz 2 5
Rh 1.455 0.621 -0.304
F 6.520 4.149 3.153
C 5.691 3.171 2.857
C 5.350 2.233 3.783
F 5.868 2.262 5.003
C 4.410 1.246 3.475
F 4.133 0.325 4.423
C 3.783 1.181 2.219
P 2.467 -0.066 1.782
C 3.307 -1.652 1.549
C 2.478 -2.728 1.204
C 2.962 -3.975 0.951
C 4.316 -4.233 1.026
C 5.192 -3.204 1.352
C 4.670 -1.932 1.601
C 1.479 -0.368 3.277
C 0.425 0.507 3.588
C -0.437 0.281 4.703
C -0.240 -0.868 5.458
C 0.825 -1.724 5.159
C 1.691 -1.469 4.096
C 4.159 2.131 1.279
Br 3.572 2.130 -0.563
C 5.056 3.110 1.626
F 5.388 4.023 0.698
H 1.380 -2.558 1.234
H 2.263 -4.747 0.696
H 4.649 -5.191 0.736
H 6.254 -3.343 1.445
H 5.361 -1.202 1.946
H 0.284 1.379 2.979
H -1.208 0.967 4.920
H -0.951 -1.147 6.289
H 0.949 -2.569 5.756
H 2.488 -2.158 3.967
C -5.452 8.738 -2.487
O -4.967 7.369 -2.666
C -5.101 6.504 -1.687
C -4.593 5.228 -1.886
C -4.565 4.249 -0.917
C -5.044 4.638 0.351
C -5.568 5.886 0.562
C -5.611 6.824 -0.436
N -5.138 3.764 1.480
N -4.660 2.648 1.557
C -3.613 1.942 1.161
C -3.826 0.575 0.857
C -2.889 -0.164 0.256
C -1.522 0.361 0.087
O -0.608 -0.344 -0.450
C -1.221 1.686 0.639
N 0.047 2.071 0.577
C 0.349 3.279 1.053
C -0.604 4.196 1.513
C -1.903 3.766 1.592
C -2.263 2.515 1.108
H -5.380 9.229 -3.433
H -4.882 9.254 -1.731
H -6.478 8.765 -2.158
H -4.154 5.070 -2.866
H -4.168 3.252 -1.106
H -5.948 6.159 1.534
H -5.953 7.863 -0.244
H -4.809 0.168 0.956
H -2.993 -1.187 -0.018
H 1.405 3.570 0.980
H -0.335 5.157 1.913
H -2.661 4.406 1.986
C 1.939 -4.170 -4.090
C 0.862 -4.627 -3.115
C 1.371 -5.733 -2.249
Sb 0.069 -3.011 -2.001
C -1.434 -3.808 -0.679
C -0.873 -4.426 0.574
C -2.229 -4.891 -1.348
C -0.998 -1.570 -3.322
C -2.088 -2.335 -4.034
C -0.138 -0.733 -4.198
H 2.161 -4.994 -4.748
H 2.873 -3.935 -3.582
H 1.660 -3.379 -4.722
H -0.063 -4.882 -3.667
H 2.280 -5.469 -1.708
H 1.536 -6.623 -2.871
H 0.677 -6.076 -1.465
H -2.053 -2.938 -0.440
H -0.255 -5.310 0.310
H -1.682 -4.777 1.182
H -0.248 -3.744 1.165
H -1.702 -5.835 -1.311
H -2.524 -4.757 -2.424
H -3.176 -5.027 -0.849
H -1.429 -0.913 -2.544
H -1.730 -3.157 -4.704
H -2.773 -1.691 -4.570
H -2.714 -2.901 -3.301
H 0.446 -1.327 -4.906
H 0.486 -0.113 -3.574
H -0.789 -0.034 -4.756
C 3.895 -1.627 -2.074
O 2.545 -1.328 -2.407
H 4.370 -0.714 -1.760
H 4.408 -2.118 -2.896
H 3.894 -2.354 -1.240
H 2.544 -0.692 -3.111
*
```

---

Entry 4:
Formula: C44H47N2O2Pt
Source: OMol25
Level of theory: ωB97M-V/def2-TZVPD

Energy relative to the best compared isomer or geometry (same formula, charge and spin) ... 43.3 kJ/mol
Lowest unoccupied orbital energy (alpha / beta) ... -3.640 / -6.273 eV
Frontier orbital gap (alpha / beta) ... 5.1706 / 3.8766 eV
Highest occupied orbital energy (alpha / beta) ... -8.81 / -10.15 eV
E ... -56705.0083 eV

ORCA input file:
```
! wB97M-V def2-TZVPD RIJCOSX def2/J DEFGRID3
* xyz 1 5
Pt 0.019 0.071 0.089
C -1.288 -0.709 4.146
C -0.223 -0.734 3.078
O -0.186 0.224 2.290
C 0.682 -1.860 3.023
C 0.713 -2.796 4.064
C 1.550 -3.888 4.038
C 2.406 -4.076 2.949
C 2.388 -3.208 1.895
C 1.527 -2.066 1.869
O 1.562 -1.337 0.828
H -1.929 0.155 3.976
H -0.827 -0.607 5.127
H -1.885 -1.618 4.122
H 0.087 -2.641 4.927
H 1.540 -4.593 4.853
H 3.072 -4.926 2.939
H 3.016 -3.370 1.033
C 0.928 2.923 -0.255
C 1.009 2.970 -1.783
C -0.363 2.753 -2.422
C 2.091 2.030 -2.270
C 3.303 2.586 -2.632
C 4.369 1.800 -3.038
C 4.224 0.427 -3.079
C 3.035 -0.191 -2.730
C 3.012 -1.697 -2.646
C 3.418 -2.355 -3.967
C 3.953 -2.132 -1.515
C 1.934 0.619 -2.336
N 0.738 0.062 -1.971
C 0.007 -0.779 -2.701
C -1.128 -1.437 -2.134
N -1.476 -1.246 -0.866
C -2.443 -1.931 -0.166
C -3.544 -1.230 0.384
C -4.440 -1.917 1.184
C -4.322 -3.277 1.407
C -3.283 -3.970 0.815
C -2.321 -3.327 0.054
C -1.139 -4.137 -0.427
C -1.550 -5.233 -1.417
C -0.442 -4.774 0.784
C -3.823 0.241 0.152
C -3.886 0.622 -1.327
C -2.855 1.130 0.929
C -1.838 -2.128 -3.194
C -3.003 -2.857 -3.291
C -3.376 -3.355 -4.553
C -2.646 -3.126 -5.696
C -1.472 -2.339 -5.640
C -0.651 -1.931 -6.718
C 0.417 -1.091 -6.490
C 0.759 -0.619 -5.209
C 0.010 -1.036 -4.131
C -1.105 -1.876 -4.378
H 0.191 3.633 0.112
H 1.894 3.149 0.190
H 0.635 1.894 0.087
H 1.331 3.982 -2.056
H -0.851 1.858 -2.032
H -0.271 2.659 -3.502
H -1.002 3.607 -2.209
H 3.425 3.658 -2.587
H 5.313 2.255 -3.290
H 5.067 -0.180 -3.366
H 2.005 -2.038 -2.388
H 4.431 -2.085 -4.252
H 2.745 -2.056 -4.768
H 3.371 -3.437 -3.870
H 4.977 -1.830 -1.720
H 3.930 -3.214 -1.411
H 3.640 -1.675 -0.579
H -5.260 -1.376 1.630
H -5.035 -3.789 2.032
H -3.209 -5.036 0.956
H -0.417 -3.476 -0.918
H -2.236 -5.939 -0.953
H -0.667 -5.777 -1.742
H -2.035 -4.812 -2.295
H -1.027 -5.596 1.187
H -0.294 -4.039 1.572
H 0.527 -5.165 0.489
H -4.818 0.428 0.571
H -2.911 0.554 -1.804
H -4.243 1.644 -1.424
H -4.575 -0.035 -1.853
H -1.833 1.065 0.500
H -2.815 0.820 1.970
H -3.172 2.169 0.894
H -3.633 -3.038 -2.433
H -4.283 -3.937 -4.617
H -2.977 -3.528 -6.642
H -0.884 -2.255 -7.721
H 1.015 -0.767 -7.329
H 1.585 0.068 -5.094
*
```